The following is a quantum chemistry calculation of a molecular structure, C20H30B2BrCrF4N5O6Sb, from the Open Molecules 2025 dataset.

As for the spin multiplicity: 4. The LUMO energy (spin up / spin down) comes out at -0.258 / -0.259 Eh. The energy above the lowest of the compared OMol25 structures with the same formula, charge and spin is 21.28 kcal per mole. The total energy comes out at -5812.903878 Eh. As for the charge: +2. Its frontier orbital gap (spin up / spin down) is 6.7 / 6.8 eV.

```
70
Properties=species:S:1:pos:R:3:forces:R:3
H -0.78116 -3.69784 4.17458 -0.02 0.00 0.00
O 1.89318 -0.23759 3.70232 0.00 -0.02 -0.05
C -0.44710 -1.38845 -5.05122 0.00 0.08 -0.02
B -2.63935 -0.68215 -0.76547 -0.16 -0.05 0.20
C 2.96276 0.74400 -3.39682 0.05 -0.04 -0.14
H -2.08331 -2.88581 5.04012 -0.01 0.00 0.00
H -4.50259 -2.05704 2.26281 0.00 0.00 0.00
H -1.96968 4.32094 -0.39547 -0.01 0.00 0.01
H -0.31090 -2.20090 -3.02597 0.01 -0.03 0.01
F 3.23760 2.11969 3.62205 -0.05 -0.07 -0.08
O 1.11001 2.22080 2.78788 0.07 -0.03 0.02
Cr -0.35259 -0.11157 1.22889 -0.39 -0.13 -0.09
H -3.16329 3.06960 -0.82969 0.00 -0.01 0.00
H -0.45270 4.02942 3.28202 -0.01 0.00 0.01
C 1.19852 -1.29184 3.00230 0.20 0.15 0.03
H 2.32419 1.50741 -5.35548 0.02 0.00 0.01
H 4.05383 1.24974 -5.17909 0.00 0.00 0.00
C 2.59692 -2.92966 1.12100 -0.01 -0.03 0.04
H -0.99028 3.23688 -4.00313 0.01 0.00 -0.01
N -1.72577 1.19570 0.27517 -0.05 0.19 0.23
C -1.21583 -1.75527 3.46380 -0.10 -0.01 -0.05
F -3.43136 -1.04324 -1.78601 0.03 0.05 0.01
C -0.22828 2.45918 -4.05010 -0.02 0.00 0.00
H -0.85957 -2.30300 -5.47612 0.01 -0.01 0.01
H -1.34192 1.05802 -2.78611 0.00 0.00 -0.02
C -0.63442 2.79648 1.56680 -0.06 -0.04 -0.12
H 1.19088 -2.36836 -3.95382 -0.01 -0.05 -0.02
H -3.70095 -3.32472 3.20033 0.00 0.00 -0.01
C 1.99712 -1.78042 0.75727 0.16 0.05 0.01
N -2.14345 -1.27248 1.44271 0.08 0.03 -0.02
O -3.10846 -1.27206 0.52454 0.03 -0.06 -0.18
F 2.87452 1.32655 1.48926 -0.01 0.04 0.07
C -0.58064 4.13640 2.20589 0.02 0.01 -0.04
H 2.89439 -4.27354 2.81079 -0.01 0.00 0.00
H -4.07060 -1.78084 3.96560 0.01 -0.01 0.00
H -1.47108 4.71794 1.99273 0.00 0.01 0.00
Br 1.56005 -0.16434 5.49912 0.03 0.04 -0.05
C -2.56550 3.48425 -0.02521 0.01 0.00 -0.01
B 2.42722 1.78196 2.64873 0.06 0.08 0.06
H 3.07932 1.70639 -2.89885 -0.02 0.02 -0.01
C 2.43595 -3.34641 2.49334 0.01 0.04 -0.03
H 0.19317 -0.93525 -5.80899 -0.01 -0.01 -0.01
C -2.43518 -1.72099 2.61482 0.07 0.02 0.05
N -0.27368 -0.99006 3.04891 -0.02 0.00 0.01
C 0.32278 -1.73619 -3.78116 0.05 0.00 0.04
H 0.29320 4.68190 1.84004 0.00 -0.01 0.02
C -0.36562 1.53868 -2.83656 0.02 0.01 -0.01
Sb 1.07477 -0.00658 -2.83154 -0.08 0.05 0.20
C -3.75869 -2.24756 3.02963 -0.01 -0.01 -0.01
F -1.27279 -1.07729 -0.92978 0.10 -0.02 -0.06
C 3.07527 0.84685 -4.92094 -0.02 -0.01 0.00
C -1.11117 -2.73297 4.57576 0.02 0.01 0.01
N 0.21007 1.86022 1.81811 0.06 0.03 -0.04
H -0.37589 1.92566 -4.98982 0.01 -0.01 0.01
H 1.64425 -2.94624 4.41148 -0.02 -0.02 -0.02
H -0.39851 -2.40138 5.32585 -0.01 -0.01 0.00
H 0.74324 2.95328 -4.08301 -0.01 0.00 0.00
H -3.23722 3.88105 0.73915 -0.02 -0.01 0.00
C 1.73581 -2.62298 3.38490 -0.04 -0.06 -0.03
H -0.21237 2.07645 -1.89970 0.01 0.03 -0.01
O -2.63462 0.80744 -0.63325 0.10 -0.02 -0.01
H 2.99306 -0.13162 -5.39638 0.00 0.02 0.00
C 1.93298 -1.28864 -0.62326 0.05 -0.04 -0.04
H 3.14545 -3.52196 0.40457 0.01 0.00 0.01
O 2.46777 -1.78013 -1.59816 -0.06 0.02 -0.03
C -1.68184 2.44544 0.56578 0.01 -0.01 0.03
O 1.13817 -0.21332 -0.79460 0.11 -0.10 -0.14
H 3.68742 0.04399 -2.98673 0.00 0.02 0.04
N 1.32056 -0.98256 1.62919 -0.20 -0.10 0.16
H -1.28603 -0.71904 -4.85579 0.00 -0.01 0.02
```
Forces are in eV/Å.